1.
DFT (wB97M-V/def2-TZVPD) results for a 2-piece molecular cluster, C2H5NOS overall.

Geometry as XYZ:
```
10
C2H5NOS (wB97M-V/def2-TZVPD)
C -4.232 0.200 2.261
N -3.138 0.568 2.276
O -1.998 0.657 2.502
H -5.057 -0.081 1.667
C -0.279 0.973 -0.166
S -0.270 -0.675 -0.907
H -0.683 1.668 -0.963
H 0.783 1.355 0.029
H -0.887 0.945 0.733
H -0.226 -0.212 -2.087
```

Kohn-Sham gap, eV: 9.62
LUMO, eV: 0.777
SMILES: C#[N+][O-].CS
HOMO energy, eV: -8.84
Strongest force on any atom, eV/Å: 2.95



2.
DFT (wB97M-V/def2-TZVPD) results for C2H5NOS as an isolated structure.

Geometry as XYZ:
```
10
C2H5NOS (wB97M-V/def2-TZVPD)
C 1.485 0.085 0.937
C -0.596 -0.640 -0.104
H 1.718 -1.095 0.588
H 2.250 0.974 0.203
H 1.562 0.375 2.267
H -0.245 -1.702 0.256
H -3.132 1.069 -1.892
N -1.529 -0.551 -1.044
O 0.226 0.314 0.308
S -1.739 1.169 -1.519
```

Kohn-Sham gap, eV: 9.19
LUMO, eV: 0.576
HOMO energy, eV: -8.62
Strongest force on any atom, eV/Å: 4.68



3.
DFT (wB97M-V/def2-TZVPD) results for a single C2H5NOS molecule.

Geometry as XYZ:
```
10
C2H5NOS (wB97M-V/def2-TZVPD)
C 0.939 0.914 -0.132
C 0.524 -0.577 -0.132
O 1.381 -1.372 -0.291
N -0.757 -1.068 0.343
S -2.058 -0.302 -0.327
H 0.474 1.136 -1.002
H 2.022 1.022 -0.159
H 0.709 1.434 0.835
H -0.869 -1.989 0.036
H -2.363 0.803 0.830
```

Kohn-Sham gap, eV: 9.54
LUMO, eV: 0.349
SMILES: CC(=O)NS
HOMO energy, eV: -9.19
Strongest force on any atom, eV/Å: 5.11



4.
DFT (wB97M-V/def2-TZVPD) results for a 2-piece molecular cluster, C2H5NOS overall.

Geometry as XYZ:
```
10
C2H5NOS (wB97M-V/def2-TZVPD)
C 2.183 -0.201 -0.073
C -0.930 -0.771 -0.554
N -1.193 0.457 0.469
O 2.559 -1.223 -0.434
S 1.903 1.180 0.509
H 0.014 -1.134 -0.096
H -0.749 -0.199 -1.530
H -1.628 -0.036 1.185
H -1.924 0.986 0.033
H -0.236 0.941 0.492
```

Kohn-Sham gap, eV: 7.26
LUMO, eV: 0.371
HOMO energy, eV: -6.89
Strongest force on any atom, eV/Å: 3.60



5.
DFT (wB97M-V/def2-TZVPD) results for a single C2H5NOS2 molecule.

Geometry as XYZ:
```
11
C2H5NOS2 (wB97M-V/def2-TZVPD)
O -0.274 2.278 -0.280
C 0.010 1.137 0.061
C -1.073 0.312 0.780
S -1.782 -0.963 -0.282
N 1.277 0.653 -0.097
S 1.733 -0.950 -0.047
H -1.915 1.024 0.904
H -0.686 -0.131 1.672
H -0.879 -1.923 -0.081
H 1.878 1.297 -0.621
H 1.996 -1.147 1.258
```

Kohn-Sham gap, eV: 9.59
LUMO, eV: 0.454
SMILES: O=C(CS)NS
HOMO energy, eV: -9.13
Strongest force on any atom, eV/Å: 2.09



6.
DFT (wB97M-V/def2-TZVPD) results for a 2-piece molecular cluster, C2H5NOS2 overall.

Geometry as XYZ:
```
11
C2H5NOS2 (wB97M-V/def2-TZVPD)
C 0.024 -0.141 0.274
C -0.892 -1.963 -1.693
N 0.967 1.564 2.519
O 1.147 2.432 1.415
S 0.082 1.225 -0.523
S -0.330 -1.735 0.046
H -0.181 -2.196 -2.447
H -1.538 -0.966 -1.845
H -1.515 -2.780 -1.802
H 0.149 1.978 2.952
H 2.087 2.582 1.104
```

Kohn-Sham gap (alpha / beta), eV: 7.55 / 8.26
Spin multiplicity: 3
LUMO (alpha / beta), eV: 0.370 / -0.932
HOMO energy (alpha / beta), eV: -7.19 / -9.20
Expectation value of S²: 2.009
Strongest force on any atom, eV/Å: 4.11



7.
DFT (wB97M-V/def2-TZVPD) results for a single C2H5NP2 molecule.

Geometry as XYZ:
```
10
C2H5NP2 (wB97M-V/def2-TZVPD)
N 3.815 0.366 0.419
C 2.695 0.242 0.243
P 0.797 -0.296 0.099
C -1.015 -0.505 -0.317
P -1.886 1.112 -0.444
H 0.973 0.078 1.450
H 1.094 -1.659 0.185
H -0.962 -0.983 -1.351
H -3.022 0.650 -0.997
H -2.488 0.995 0.714
```

Kohn-Sham gap (alpha / beta), eV: 7.73 / 7.73
LUMO (alpha / beta), eV: -1.255 / -1.256
SMILES: N#C[PH2]=CP
HOMO energy (alpha / beta), eV: -8.98 / -8.99
Strongest force on any atom, eV/Å: 2.99



8.
DFT (wB97M-V/def2-TZVPD) results for a single C2H5NS molecule.

Geometry as XYZ:
```
9
C2H5NS (wB97M-V/def2-TZVPD)
C 2.081 -0.168 -0.048
N 0.888 0.331 -0.065
S -0.265 -0.855 -0.071
C -1.749 0.163 -0.016
H 2.245 -1.178 0.357
H 2.897 0.562 -0.163
H -2.172 0.137 1.013
H -1.547 1.222 -0.151
H -2.378 -0.215 -0.855
```

Kohn-Sham gap, eV: 9.31
LUMO, eV: 0.933
SMILES: C=NSC
HOMO energy, eV: -8.38
Strongest force on any atom, eV/Å: 2.32



9.
DFT (wB97M-V/def2-TZVPD) results for a single C2H5NS molecule.

Geometry as XYZ:
```
9
C2H5NS (wB97M-V/def2-TZVPD)
C -0.089 0.909 0.663
C 0.340 -0.193 -0.568
N -0.449 -1.294 -0.922
S 0.971 -1.714 -0.143
H -1.021 0.695 1.186
H -0.130 1.873 0.272
H 0.778 0.813 1.207
H 0.884 0.334 -1.381
H -1.284 -1.423 -0.314
```

Kohn-Sham gap, eV: 9.22
LUMO, eV: 0.856
SMILES: C[C@@H]1NS1
HOMO energy, eV: -8.36
Strongest force on any atom, eV/Å: 5.07



10.
DFT (wB97M-V/def2-TZVPD) results for a single C2H5NS molecule.

Geometry as XYZ:
```
9
C2H5NS (wB97M-V/def2-TZVPD)
C 2.122 0.167 -0.080
N 0.913 -0.130 -0.340
S -0.394 0.591 0.645
C -1.837 -0.181 0.039
H 2.841 -0.454 -0.425
H 2.453 1.045 0.428
H -1.466 -1.173 -0.084
H -1.976 0.224 -0.913
H -2.655 -0.090 0.731
```

Kohn-Sham gap, eV: 9.48
LUMO, eV: 1.026
SMILES: C=NSC
HOMO energy, eV: -8.45
Strongest force on any atom, eV/Å: 3.44



11.
DFT (wB97M-V/def2-TZVPD) results for a 2-piece molecular cluster, C2H5NS overall.

Geometry as XYZ:
```
9
C2H5NS (wB97M-V/def2-TZVPD)
N 2.034 -1.653 0.036
C 2.563 -0.580 -0.064
S 3.639 0.582 -0.024
H 1.187 -2.107 0.129
C -0.108 0.748 0.123
H -0.420 0.130 -0.736
H -0.075 0.130 1.072
H 0.958 0.914 0.013
H -0.772 1.585 0.110
```

Kohn-Sham gap, eV: 10.30
LUMO, eV: 0.681
SMILES: N=C=S.C
HOMO energy, eV: -9.62
Strongest force on any atom, eV/Å: 2.60



12.
DFT (wB97M-V/def2-TZVPD) results for a 2-piece molecular cluster, C2H5NS overall.

Geometry as XYZ:
```
9
C2H5NS (wB97M-V/def2-TZVPD)
C 0.644 -0.392 -0.515
C 0.197 0.796 -0.779
N -2.615 -0.626 0.856
S -3.394 0.373 -0.017
H 0.101 -1.158 -0.050
H 1.619 -0.749 -0.484
H 0.848 1.530 -1.325
H -0.773 1.199 -0.421
H -1.709 -0.743 0.347
```

Kohn-Sham gap (alpha / beta), eV: 9.42 / 9.05
Spin multiplicity: 3
LUMO (alpha / beta), eV: 1.028 / -1.563
HOMO energy (alpha / beta), eV: -8.39 / -10.61
Expectation value of S²: 2.008
Strongest force on any atom, eV/Å: 2.84



13.
DFT (wB97M-V/def2-TZVPD) results for a single C2H5NS2 molecule.

Geometry as XYZ:
```
10
C2H5NS2 (wB97M-V/def2-TZVPD)
C 1.288 0.914 0.009
C 0.564 -0.382 0.129
S -1.066 -0.433 -0.044
N -1.728 -1.799 -0.022
S -2.036 1.193 -0.554
H 1.650 0.969 -1.076
H 2.114 0.805 0.849
H 0.769 1.837 0.096
H 1.106 -1.164 0.510
H -2.659 -1.941 0.103
```

Kohn-Sham gap, eV: 8.58
LUMO, eV: -0.180
SMILES: CC=S(=N)=S
HOMO energy, eV: -8.76
Strongest force on any atom, eV/Å: 4.45



14.
DFT (wB97M-V/def2-TZVPD) results for a 2-piece molecular cluster, C2H5NS2 overall.

Geometry as XYZ:
```
10
C2H5NS2 (wB97M-V/def2-TZVPD)
S 1.758 -2.906 0.887
C 0.784 -1.596 0.427
S 1.021 -0.132 1.188
H 0.221 -1.512 -0.458
H 1.843 -0.489 2.258
C -1.108 1.507 -0.549
N -0.787 0.455 -1.153
H -0.703 1.780 0.431
H -1.754 2.369 -0.901
H -1.273 0.525 -2.129
```

Kohn-Sham gap, eV: 8.16
LUMO, eV: -0.218
SMILES: S=CS.C=N
HOMO energy, eV: -8.38
Strongest force on any atom, eV/Å: 4.79



15.
DFT (wB97M-V/def2-TZVPD) results for a single C2H5NS2 molecule.

Geometry as XYZ:
```
10
C2H5NS2 (wB97M-V/def2-TZVPD)
C 1.340 -0.099 -0.277
C -0.953 -0.313 0.224
N 0.350 -0.560 0.578
S 1.283 -1.778 -0.401
S 2.776 0.831 0.264
H 0.862 0.649 -1.183
H -1.680 -0.913 0.642
H -1.068 0.817 0.544
H -1.141 -0.447 -0.894
H 3.152 0.218 1.306
```

Kohn-Sham gap (alpha / beta), eV: 6.88 / 6.85
Spin multiplicity: 3
LUMO (alpha / beta), eV: 0.882 / -2.488
HOMO energy (alpha / beta), eV: -6.00 / -9.34
Expectation value of S²: 2.009
Strongest force on any atom, eV/Å: 5.11



16.
DFT (wB97M-V/def2-TZVPD) results for a 2-piece molecular cluster, C2H5O overall.

Geometry as XYZ:
```
8
C2H5O (wB97M-V/def2-TZVPD)
O -1.857 1.129 0.130
H -1.655 0.818 1.023
C 0.799 -0.132 0.284
C 1.260 -1.086 -0.542
H 1.440 0.272 1.057
H -0.152 0.350 -0.088
H 2.003 -1.797 -0.177
H 0.868 -1.165 -1.553
```

Kohn-Sham gap, eV: 6.71
Charge: -1
LUMO, eV: 4.452
HOMO energy, eV: -2.26
Strongest force on any atom, eV/Å: 2.51



17.
DFT (wB97M-V/def2-TZVPD) results for a 2-piece molecular cluster, C2H5O overall.

Geometry as XYZ:
```
8
C2H5O (wB97M-V/def2-TZVPD)
O 2.544 -0.008 -1.956
H 3.027 -0.590 -1.378
C -1.267 -0.451 0.436
C -0.543 0.693 0.616
H -2.392 -0.541 0.600
H -0.696 -1.422 0.558
H -1.206 1.575 0.583
H 0.533 0.745 0.542
```

Kohn-Sham gap, eV: 6.05
Charge: -1
LUMO, eV: 4.142
HOMO energy, eV: -1.91
Strongest force on any atom, eV/Å: 3.41



18.
DFT (wB97M-V/def2-TZVPD) results for a 2-piece molecular cluster, C2H5O2 overall.

Geometry as XYZ:
```
9
C2H5O2 (wB97M-V/def2-TZVPD)
O 2.010 -2.234 0.293
H 1.791 -1.300 0.110
O 0.476 -0.010 -0.507
C -0.698 0.422 -0.257
C -1.026 1.749 -0.028
H -1.509 -0.328 -0.266
H -0.186 2.424 0.053
H -2.029 1.920 0.344
H 1.171 -2.643 0.257
```

Kohn-Sham gap, eV: 7.02
Charge: -1
LUMO, eV: 4.621
HOMO energy, eV: -2.40
Strongest force on any atom, eV/Å: 1.77



19.
DFT (wB97M-V/def2-TZVPD) results for a 2-piece molecular cluster, C2H5O2 overall.

Geometry as XYZ:
```
9
C2H5O2 (wB97M-V/def2-TZVPD)
O 2.363 -0.137 1.515
H 2.446 -0.290 0.574
O 0.117 -0.968 0.154
C -0.967 -0.601 -0.302
C -1.190 0.733 -0.740
H -1.717 -1.336 -0.618
H -0.342 1.344 -1.013
H -2.179 1.045 -1.094
H 1.470 0.209 1.524
```

Kohn-Sham gap (alpha / beta), eV: 11.15 / 8.52
Spin multiplicity: 2
LUMO (alpha / beta), eV: 0.837 / -1.950
HOMO energy (alpha / beta), eV: -10.32 / -10.47
Expectation value of S²: 0.767
Strongest force on any atom, eV/Å: 1.27



20.
DFT (wB97M-V/def2-TZVPD) results for a 2-piece molecular cluster, C2H5O2P overall.

Geometry as XYZ:
```
10
C2H5O2P (wB97M-V/def2-TZVPD)
C 1.204 -1.289 0.025
P 1.352 0.459 -0.512
O 1.218 1.230 0.696
H 1.285 -2.060 -0.762
H 0.207 -1.358 0.601
H 2.036 -1.512 0.681
C -1.852 1.143 -0.155
O -1.482 0.493 -1.065
H -1.481 0.929 0.818
H -2.488 1.965 -0.328
```

Kohn-Sham gap, eV: 8.97
LUMO, eV: -0.135
SMILES: CP=O.C=O
HOMO energy, eV: -9.11
Strongest force on any atom, eV/Å: 3.10